Entry 1:
{
  "formula": "C5H8O2",
  "method": "ωB97M-V/def2-TZVPD",
  "symbols": ["O", "C", "C", "C", "C", "C", "O", "H", "H", "H", "H", "H", "H", "H", "H"],
  "coordinates": [[2.049, -1.006, 0.196], [0.890, -0.244, 0.448], [0.788, 1.068, -0.341], [-0.664, 1.479, -0.251], [-1.673, -0.671, 0.647], [-0.383, -0.995, 0.048], [-1.275, -0.124, -0.679], [2.257, -0.913, -0.743], [0.879, -0.048, 1.524], [1.408, 1.843, 0.126], [1.185, 0.886, -1.359], [-0.980, 1.980, -1.178], [-1.724, 0.052, 1.465], [-2.507, -1.350, 0.526], [-0.250, -1.958, -0.429]],
  "relative_energy_kj_mol": 515.1
}

Entry 2:
{
  "formula": "C4H11NO",
  "method": "ωB97M-V/def2-TZVPD",
  "symbols": ["C", "C", "N", "O", "H", "H", "H", "H", "H", "C", "C", "H", "H", "H", "H", "H", "H"],
  "coordinates": [[0.309, -2.006, -0.781], [-0.377, -0.827, -1.437], [-1.641, -1.011, -1.901], [0.223, 0.217, -1.624], [-0.157, -2.299, 0.170], [1.311, -1.664, -0.529], [0.264, -2.902, -1.406], [-2.019, -0.274, -2.478], [-2.114, -1.886, -1.782], [0.971, 2.055, 1.067], [0.104, 1.083, 1.892], [2.007, 2.113, 1.413], [0.890, 1.859, 0.000], [0.602, 3.081, 1.182], [-0.334, 0.354, 1.208], [-0.702, 1.619, 2.400], [0.662, 0.488, 2.607]],
  "smiles": "CC(N)=O.CC",
  "relative_energy_kj_mol": 22.3
}

Entry 3:
{
  "formula": "C4H10NS",
  "method": "ωB97M-V/def2-TZVPD",
  "symbols": ["C", "C", "C", "S", "H", "H", "H", "H", "H", "H", "H", "C", "N", "H", "H", "H"],
  "coordinates": [[-0.046, -2.631, 0.442], [0.421, -1.381, -0.249], [0.839, -0.271, 0.699], [-0.516, 0.303, 1.723], [0.847, -3.216, 0.711], [-0.688, -3.269, -0.161], [-0.614, -2.259, 1.307], [1.291, -1.667, -0.884], [-0.409, -1.077, -0.877], [1.234, 0.580, 0.088], [1.590, -0.608, 1.396], [-1.030, 2.760, -0.969], [-0.455, 3.949, -1.076], [-1.351, 2.310, -1.932], [-1.087, 2.245, -0.031], [-0.026, 4.229, -0.186]],
  "total_charge": -1,
  "relative_energy_kj_mol": 72.1
}

Entry 4:
{
  "formula": "C24H27Br2F3N3O6PS",
  "method": "ωB97M-V/def2-TZVPD",
  "symbols": ["C", "C", "Br", "C", "Br", "C", "C", "C", "C", "C", "C", "N", "C", "P", "C", "O", "C", "N", "C", "O", "F", "C", "O", "F", "C", "O", "C", "C", "C", "C", "F", "C", "N", "C", "S", "C", "O", "H", "H", "H", "H", "H", "H", "H", "H", "H", "H", "H", "H", "H", "H", "H", "H", "H", "H", "H", "H", "H", "C", "C", "O", "H", "H", "H", "H", "H", "H"],
  "coordinates": [[3.235, 4.437, 0.398], [3.717, 3.004, 1.010], [5.218, 3.406, 2.284], [2.468, 2.389, 1.856], [2.743, 2.418, 3.858], [2.026, 0.914, 1.340], [0.663, 0.693, 0.647], [0.277, -0.787, 0.218], [1.237, -2.009, 0.474], [0.750, -3.503, 0.057], [0.565, -4.473, 1.367], [1.432, -5.708, 1.299], [2.669, -1.777, 1.137], [3.747, -3.301, 1.323], [4.131, -3.821, -0.494], [5.292, -3.012, 1.988], [3.001, -0.320, 1.549], [4.275, -0.009, 2.211], [4.441, -0.532, 3.553], [3.422, -0.797, 4.235], [5.699, -0.790, 4.176], [5.452, -0.020, 1.369], [6.613, 0.303, 1.683], [5.268, -0.503, 0.014], [-1.160, -0.911, -0.487], [-1.428, -1.593, -1.503], [-2.306, 0.023, 0.185], [-3.753, -0.628, 0.366], [-4.882, 0.058, -0.584], [-6.309, -0.453, 0.011], [-6.467, -1.882, -0.222], [-1.955, 1.365, 0.570], [-2.993, 2.281, 1.157], [-3.216, 3.271, 0.319], [-3.895, 4.193, -0.903], [-0.424, 1.858, 0.359], [-0.144, 3.013, -0.040], [2.540, 4.972, 1.155], [4.106, 5.109, 0.100], [2.543, 4.161, -0.491], [3.997, 2.245, 0.203], [1.590, 3.127, 1.702], [-0.307, -3.486, -0.419], [1.425, -3.975, -0.745], [0.997, -3.850, 2.247], [-0.530, -4.699, 1.598], [1.926, -5.729, 0.393], [2.140, -5.653, 2.058], [3.677, -4.883, -0.607], [3.583, -3.169, -1.259], [5.252, -3.940, -0.685], [5.879, -2.768, 1.222], [-3.668, -1.758, 0.174], [-4.078, -0.466, 1.450], [-4.770, 1.207, -0.486], [-4.760, -0.236, -1.694], [-6.354, -0.265, 1.153], [-7.121, 0.151, -0.517], [-4.974, 3.421, -5.565], [-5.779, 2.603, -4.575], [-4.978, 2.266, -3.449], [-4.094, 2.864, -5.897], [-5.576, 3.683, -6.438], [-4.610, 4.343, -5.100], [-6.122, 1.675, -5.036], [-6.656, 3.161, -4.229], [-4.685, 3.093, -3.040]]
}

Entry 5:
{
  "formula": "C3H5N3O",
  "method": "ωB97M-V/def2-TZVPD",
  "symbols": ["H", "N", "N", "C", "C", "N", "C", "O", "H", "H", "H", "H"],
  "coordinates": [[0.356, 1.641, -1.196], [0.370, 1.843, -0.238], [-0.458, 1.302, 0.475], [-1.231, 0.187, 0.069], [-0.394, -1.132, 0.300], [1.052, -0.918, 0.078], [1.989, -0.146, -0.037], [3.092, 0.257, -0.111], [-1.566, 0.384, -0.953], [-1.961, 0.057, 0.787], [-0.547, -1.661, 1.286], [-0.701, -1.815, -0.460]],
  "smiles": "[H]/N=N\\CCN=C=O",
  "relative_energy_kj_mol": 334.0
}

Entry 6:
{
  "formula": "C4H6N2O",
  "method": "ωB97M-V/def2-TZVPD",
  "symbols": ["N", "C", "C", "N", "C", "O", "C", "H", "H", "H", "H", "H", "H"],
  "coordinates": [[1.658, -1.151, -1.184], [0.652, -0.511, -0.344], [0.701, 0.531, 0.482], [-0.499, 1.031, 1.050], [-1.698, 0.684, 0.579], [-2.614, 1.183, 1.442], [0.125, -1.569, -1.072], [2.047, -0.587, -1.936], [2.312, -1.814, -0.785], [1.621, 1.037, 0.751], [-0.425, 1.561, 1.916], [-3.471, 0.919, 1.089], [-0.409, -1.313, -1.989]],
  "relative_energy_kj_mol": 576.7
}

Entry 7:
{
  "formula": "C16H23F6N2O7P2",
  "method": "ωB97M-V/def2-TZVPD",
  "symbols": ["C", "C", "O", "O", "C", "P", "C", "C", "C", "C", "C", "N", "P", "N", "O", "H", "H", "H", "H", "H", "H", "H", "H", "H", "H", "H", "H", "H", "C", "C", "O", "C", "O", "C", "F", "F", "F", "H", "H", "H", "H", "H", "C", "C", "O", "C", "O", "C", "F", "F", "F", "H", "H", "H", "H", "H"],
  "coordinates": [[-4.541, 2.581, 6.731], [-4.433, 2.757, 5.125], [-4.772, 3.861, 4.654], [-3.996, 1.625, 4.377], [-3.170, 1.996, 3.255], [-1.518, 1.015, 3.205], [-0.021, 2.149, 3.563], [1.296, 1.659, 2.952], [2.566, 2.552, 3.274], [2.182, 3.762, 4.186], [0.767, 4.102, 4.688], [-0.331, 3.268, 4.366], [-1.416, -0.528, 4.804], [-2.424, -1.915, 4.386], [-2.016, 0.279, 6.218], [-4.573, 3.596, 7.268], [-3.677, 1.981, 7.169], [-5.557, 2.055, 6.903], [-3.785, 1.779, 2.301], [-2.872, 3.096, 3.213], [-1.369, 0.345, 1.929], [1.392, 0.701, 2.320], [3.616, 2.319, 2.916], [3.032, 4.462, 4.515], [0.557, 5.004, 5.371], [-2.040, -2.257, 3.478], [-2.189, -2.638, 5.099], [-1.530, -0.109, 6.982], [1.576, -1.731, -2.882], [2.348, -1.983, -1.602], [3.195, -0.865, -1.288], [2.594, 0.186, -0.700], [1.420, 0.235, -0.433], [3.609, 1.272, -0.382], [4.439, 1.525, -1.411], [4.393, 0.934, 0.667], [3.033, 2.446, -0.064], [2.256, -1.482, -3.699], [0.992, -2.611, -3.162], [0.891, -0.886, -2.771], [3.004, -2.846, -1.735], [1.682, -2.211, -0.765], [-1.611, -3.184, -8.039], [-0.340, -3.999, -8.175], [0.820, -3.157, -8.073], [1.191, -2.813, -6.824], [0.616, -3.163, -5.824], [2.457, -1.961, -6.859], [2.399, -0.984, -7.786], [3.551, -2.695, -7.150], [2.709, -1.352, -5.682], [-1.624, -2.367, -8.765], [-2.491, -3.811, -8.193], [-1.684, -2.728, -7.048], [-0.306, -4.461, -9.163], [-0.297, -4.807, -7.440]],
  "total_charge": 1,
  "relative_energy_kj_mol": 485.2
}

Entry 8:
{
  "formula": "C2H4F4N2",
  "method": "ωB97M-V/def2-TZVPD",
  "symbols": ["N", "N", "C", "F", "F", "C", "F", "F", "H", "H", "H", "H"],
  "coordinates": [[-1.584, 0.219, 0.484], [-0.175, 0.531, 0.304], [0.723, -0.432, -0.208], [0.313, -0.701, -1.515], [0.601, -1.776, 0.246], [2.201, -0.160, -0.122], [2.781, 1.032, -0.695], [2.562, -0.150, 1.156], [-2.083, 0.455, -0.390], [-1.745, -0.790, 0.681], [0.213, 1.142, 1.108], [2.753, -1.005, -0.675]],
  "smiles": "NNC(F)(F)C(F)F",
  "relative_energy_kj_mol": 176.4
}

HOMO-LUMO gap for the records above, in order: 8.31, 10.76, 6.66, 7.03, 9.61, 7.85, 8.33, 11.50 eV